# CH6N3OS

CH6N3OS as an isolated structure at a distorted geometry (the ωB97M-V functional and the def2-TZVPD basis, OMol25).

Summary:
HOMO level (eV): -14.41
Charge: +1
Frontier orbital gap (eV): 9.317
Energy relative to the best compared isomer or geometry (same formula, charge and spin) (eV): 2.814

The geometry in XYZ format:
```
12
Properties=species:S:1:pos:R:3:nbo_charge:R:1
C -0.81350 -0.73455 0.03185 0.83
N -2.49797 0.10012 0.00139 -0.88
N 3.02422 0.71370 -0.11097 -0.91
N 0.14872 -0.00684 0.42204 -0.69
O -0.98384 -1.96076 -0.31731 -0.61
S 2.06421 -0.65951 -0.00249 0.66
H -2.71509 0.33824 0.97289 0.38
H -2.48789 0.97262 -0.50478 0.37
H 3.55234 1.15833 0.60890 0.42
H 2.85489 1.28647 -0.94524 0.41
H -0.16249 0.92505 0.47197 0.44
H -1.98358 -2.13287 -0.62826 0.58
```